[1]
Computed, not measured: C19H20Cl4GeMnN2OS as an isolated structure, with ωB97M-V/def2-TZVPD.

CARTESIAN COORDINATES (ANGSTROEM)
Mn  -0.409  -1.491  -0.582
C  -0.272  -1.002  3.986
S  -0.746  -0.037  2.545
O  -0.107  -0.793  1.373
C  0.280  1.417  2.744
C  -0.347  2.648  2.603
C  0.406  3.808  2.711
C  1.769  3.724  2.959
C  2.388  2.485  3.087
C  1.644  1.322  2.982
H  0.797  -1.192  3.963
H  -0.826  -1.938  3.948
H  -0.549  -0.439  4.877
H  -1.416  2.701  2.430
H  -0.074  4.772  2.615
H  2.354  4.627  3.066
H  3.450  2.432  3.283
H  2.126  0.357  3.085
Cl  -2.278  -2.398  -0.262
Ge  -0.371  -4.039  -0.444
Cl  -1.331  -5.630  0.581
Cl  -0.727  -4.388  -2.570
Cl  -7.002  -0.073  -1.581
C  -5.324  0.104  -1.595
C  -4.582  -0.380  -2.692
C  -3.228  -0.244  -2.694
C  -2.548  0.384  -1.603
C  -1.148  0.484  -1.600
C  -3.331  0.870  -0.510
C  -4.685  0.737  -0.507
H  -5.097  -0.856  -3.515
H  -2.649  -0.603  -3.537
H  -0.694  1.196  -0.916
H  -0.657  0.374  -2.563
H  -2.830  1.362  0.314
H  -5.282  1.110  0.314
N  5.250  -0.792  -2.734
C  3.999  -0.838  -2.275
C  2.965  -1.468  -3.007
C  1.714  -1.540  -2.474
N  1.383  -1.022  -1.263
C  2.354  -0.375  -0.582
C  3.636  -0.260  -1.037
H  5.491  -1.193  -3.624
H  5.978  -0.331  -2.216
H  3.173  -1.890  -3.981
H  0.917  -2.039  -3.016
H  2.060  0.065  0.361
H  4.375  0.270  -0.451

## Properties
relative energy (zero: lowest compared OMol25 entry of this formula, charge and spin) = 17.2 kcal per mole
gap between HOMO and LUMO (alpha / beta) = 5.51 / 5.77 eV
energy = -173804.3440 eV
lowest unoccupied orbital energy (alpha / beta) = -8.40 / -8.81 eV
multiplicity = 6
HOMO energy (alpha / beta) = -13.92 / -14.58 eV
total charge = +2

---

[2]
Computed, not measured: one molecule with the formula C19H20ClFN2O6, with ωB97M-V/def2-TZVPD.

CARTESIAN COORDINATES (ANGSTROEM)
C  -2.822  -1.759  -3.028
C  -3.075  -2.408  -1.681
O  -3.808  -1.482  -0.876
C  -4.234  -1.912  0.313
O  -4.105  -3.037  0.711
C  -4.893  -0.786  1.082
C  -3.831  0.177  1.647
C  -4.503  1.383  2.319
O  -5.146  2.209  1.379
C  -4.223  2.718  0.447
C  -3.526  1.592  -0.326
N  -2.931  0.669  0.614
C  -1.683  0.160  0.566
O  -1.268  -0.647  1.381
C  -0.754  0.628  -0.498
C  0.654  0.707  -0.313
C  1.123  1.062  -1.544
C  2.495  1.335  -2.073
O  3.472  1.393  -1.068
C  3.886  0.244  -0.463
C  3.408  -1.032  -0.732
C  3.914  -2.134  -0.061
C  4.903  -1.951  0.885
F  5.400  -3.017  1.538
C  5.400  -0.694  1.183
C  4.888  0.396  0.507
Cl  5.478  1.976  0.846
O  0.089  1.177  -2.396
N  -1.063  0.906  -1.739
H  -2.225  -2.423  -3.647
H  -2.295  -0.818  -2.891
H  -3.764  -1.559  -3.531
H  -2.137  -2.644  -1.166
H  -3.655  -3.333  -1.775
H  -5.570  -0.236  0.427
H  -5.454  -1.214  1.911
H  -3.213  -0.359  2.375
H  -5.273  1.051  3.017
H  -3.742  1.960  2.868
H  -4.792  3.351  -0.235
H  -3.468  3.329  0.966
H  -2.761  1.998  -0.984
H  -4.255  1.056  -0.941
H  1.192  0.524  0.591
H  2.505  2.327  -2.539
H  2.753  0.596  -2.845
H  2.629  -1.185  -1.460
H  3.540  -3.123  -0.266
H  6.170  -0.571  1.927

## Properties
SMILES = CCOC(=O)C[C@@H]1COCCN1C(=O)c1cc(COc2ccc(F)cc2Cl)on1
gap between HOMO and LUMO = 9.46 eV
energy = -50531.4061 eV
lowest unoccupied orbital energy = 0.50 eV
HOMO energy = -8.95 eV

---

[3]
Computed, not measured: C19H20N2O3 as an isolated structure, with ωB97M-V/def2-TZVPD.

CARTESIAN COORDINATES (ANGSTROEM)
C  -2.946  -2.678  -1.344
H  -2.005  -2.824  -2.121
H  -3.040  -3.525  -0.929
O  -2.690  -1.655  -0.557
C  -1.579  -1.846  0.060
C  -0.810  -2.854  0.339
C  0.282  -2.851  1.254
C  0.633  -1.584  1.727
C  -0.253  -0.493  1.705
C  -1.272  -0.571  0.958
C  -2.243  0.879  0.973
O  -2.821  1.169  1.863
C  -2.317  1.293  -0.458
C  -1.998  3.031  0.013
C  -0.539  3.063  0.153
H  -0.358  2.490  1.312
H  -0.237  3.965  0.498
C  0.274  2.480  -0.792
N  0.041  1.280  -1.243
C  0.707  0.138  -1.131
O  0.311  -0.963  -1.847
C  1.991  0.239  -0.496
N  2.351  1.083  0.416
C  3.475  0.958  1.120
C  4.540  0.203  0.318
C  4.372  -0.804  -0.508
C  3.060  -0.961  -1.113
H  2.821  -1.271  -1.955
H  4.960  -1.563  -0.721
H  5.525  -0.016  1.146
H  3.692  1.709  1.718
C  -1.494  1.005  -1.643
H  -1.662  1.703  -2.364
H  -1.666  -0.135  -1.813
H  0.097  3.076  -1.767
H  1.409  2.778  -0.582
H  -2.257  3.577  -1.051
H  -2.610  3.283  1.102
H  -3.409  1.430  -0.620
H  -0.111  0.490  2.487
H  1.612  -1.652  2.637
H  0.892  -3.506  1.355
H  -1.053  -3.697  -0.260
H  -3.934  -2.524  -1.960

## Properties
relative energy (zero: lowest compared OMol25 entry of this formula, charge and spin) = 425.3 kcal per mole
gap between HOMO and LUMO = 7.38 eV
energy = -29133.8736 eV
lowest unoccupied orbital energy = -0.63 eV
HOMO energy = -8.02 eV